Entry 1:
Density functional theory data (ωB97M-V/def2-TZVPD) for a gas-phase ion, C43H50N3 (charge +1) in a non-equilibrium geometry.

Calculated values
* DFT total energy: -1832.45621 Ha
* energy relative to the best compared isomer or geometry (same formula, charge and spin): 112.5 kcal per mole
* LUMO: -2.072 eV
* gap between HOMO and LUMO: 7.22 eV

ORCA input file:
```
! wB97M-V def2-TZVPD RIJCOSX def2/J DEFGRID3
* xyz 1 1
C -5.7900 1.6320 2.9043
C -5.9137 0.3900 3.7441
N -4.7764 -0.5173 3.5162
C -4.9741 -1.8715 4.0746
C -4.0379 -2.8415 3.4322
C -2.5897 -2.3700 3.5658
C -2.3936 -0.8905 3.3612
C -3.5044 -0.0058 3.4150
C -3.2832 1.3838 3.2120
C -2.0141 1.8454 2.8795
C -0.9853 0.9557 2.5261
C 0.2699 1.5761 1.6366
C 1.5280 0.8178 2.0057
C 2.4623 1.5474 2.7670
C 3.5962 0.9207 3.2582
C 3.7603 -0.4732 3.0180
N 4.9682 -1.0635 3.2691
C 6.1666 -0.2620 3.5329
C 5.8387 0.9062 4.4575
C 4.6655 1.7314 3.9261
C 5.2449 -2.4147 2.7840
C 4.0117 -3.3081 2.8367
C 2.8877 -2.6968 2.0224
C 2.7691 -1.2335 2.3239
C 1.6969 -0.5523 1.7817
C -1.1308 -0.3701 3.0293
C -4.4530 2.3290 3.1765
H -5.8841 1.3707 1.8423
H -6.6171 2.2755 3.1899
H -5.9378 0.6278 4.8298
H -6.7997 -0.2142 3.4987
H -4.8196 -1.8312 5.1717
H -6.0188 -2.1323 3.8715
H -4.1477 -3.8021 3.9177
H -4.2870 -2.9699 2.3792
H -2.2160 -2.6174 4.5817
H -1.9502 -2.9138 2.8469
H -1.9099 2.9329 2.8202
H 0.4730 2.4940 2.2007
H 2.2939 2.5960 3.0107
H 6.8849 -0.9734 3.9718
H 6.6085 0.0836 2.5677
H 5.5932 0.5040 5.4508
H 6.7575 1.5004 4.5208
H 5.0474 2.5103 3.2413
H 4.2352 2.2772 4.7733
H 5.6638 -2.3767 1.7515
H 6.0639 -2.7803 3.4195
H 4.2790 -4.2748 2.4173
H 3.6768 -3.4334 3.8692
H 3.0762 -2.8117 0.9324
H 1.9311 -3.2128 2.2042
H 0.9327 -1.0975 1.2128
H -0.2635 -1.0343 3.1711
H -4.2999 3.0908 2.3887
H -4.5261 2.8591 4.1504
C 4.5844 -0.7141 -1.3980
C 4.4288 -0.0249 -2.5966
C 4.1759 1.3820 -2.6028
C 4.1212 2.1092 -3.8054
C 3.8457 3.4664 -3.7695
C 3.3702 4.0620 -2.5797
C 3.1195 3.3331 -1.4237
C 2.3362 3.9462 -0.2072
C 0.7558 3.7188 0.1246
C -0.1236 4.6669 -0.6816
C -1.0871 3.8213 -1.5433
C -0.2572 2.7874 -2.3654
C 0.5411 1.8092 -1.4832
N 0.0877 2.1143 0.2623
C -1.3582 1.9090 -0.1437
C -2.0598 3.1408 -0.5398
C 3.8206 2.0428 -1.3631
C 3.9096 1.2807 -0.1794
C 4.3966 -0.0364 -0.1853
H 4.8128 -1.7964 -1.3774
H 4.5134 -0.5550 -3.5437
H 4.3254 1.5921 -4.7287
H 3.9334 4.0629 -4.6660
H 3.1208 5.1187 -2.5920
H 2.9484 3.7650 0.7228
H 2.3588 5.0507 -0.3807
H 0.7895 3.9405 1.1875
H -0.7840 5.2087 0.0266
H 0.4102 5.5091 -1.2006
H -1.6461 4.4979 -2.1923
H -0.9062 2.2028 -3.0535
H 0.4092 3.3645 -3.0389
H 0.1985 0.7840 -1.6536
H 1.6321 1.8384 -1.6409
H -1.3285 1.1567 -0.9574
H -1.8573 1.3621 0.6458
H -2.3236 3.7286 0.3582
H -3.0513 2.8339 -0.8984
H 3.6336 1.7457 0.7731
H 4.5989 -0.5555 0.7610
*
```

Entry 2:
Density functional theory data (ωB97M-V/def2-TZVPD) for a single C2H4N2OS molecule in a non-equilibrium geometry.

Calculated values
* DFT total energy: -661.49027 Ha
* energy relative to the best compared isomer or geometry (same formula, charge and spin): 59.8 kcal per mole
* SMILES: N/N=C/SC=O
* LUMO: 0.618 eV
* gap between HOMO and LUMO: 9.56 eV

ORCA input file:
```
! wB97M-V def2-TZVPD RIJCOSX def2/J DEFGRID3
* xyz 0 1
N -2.0192 -0.4306 0.0071
N -0.7058 -0.2893 -0.3052
C -0.1667 0.8438 -0.0045
S 1.5531 1.1786 -0.1573
C 2.2325 -0.4887 0.1340
O 3.3786 -0.7485 -0.1739
H -2.4946 -0.9738 -0.7241
H -2.4536 0.4554 0.1832
H -0.8000 1.6093 0.4682
H 1.4757 -1.1562 0.5725
*
```

- Among the records above, which one has the lowest DFT total energy?
  C43H50N3

- Among the records above, which one has the highest LUMO?
  C2H4N2OS

- Which value of DFT total energy does entry 2 give?
  -661.49027 Ha

- Which of these has the highest DFT total energy?
  C2H4N2OS